one | Entry from the Open Molecules 2025 dataset: C5H6O in the gas phase (wB97M-V/def2-TZVPD).

Last column: Mulliken charge in e.
Atoms and positions in Å:
1 O -2.514 -0.489 -0.724  -0.473
2 C -1.991 -0.341 0.355  0.013
3 C -0.572 0.158 0.542  -0.648
4 C 0.217 0.225 -0.776  -0.493
5 C 1.656 0.117 -0.476  -0.432
6 C 2.779 -0.037 -0.062  0.035
7 H -2.557 -0.608 1.274  0.350
8 H -0.044 -0.512 1.232  0.356
9 H -0.578 1.137 1.045  0.305
10 H -0.113 -0.592 -1.426  0.309
11 H -0.039 1.135 -1.329  0.285
12 H 3.757 -0.193 0.345  0.393

Output
Kohn-Sham gap ... 10.82 eV
SMILES string ... C#CCCC=O
LUMO energy ... 0.034 Eh

two | Entry from the Open Molecules 2025 dataset: C5H6O in the gas phase (wB97M-V/def2-TZVPD).

Last column: Mulliken charge in e.
Atoms and positions in Å:
1 C -0.150 0.254 1.819  -0.782
2 C -0.348 0.694 0.586  -0.217
3 C 0.619 0.445 -0.514  -0.086
4 O 1.740 -0.215 0.043  -0.550
5 C -0.274 -0.404 -1.384  -0.714
6 C -0.959 -1.051 -2.142  0.260
7 H -0.963 0.305 2.514  0.244
8 H 1.320 -0.998 0.500  0.373
9 H 0.829 0.091 2.247  0.369
10 H -1.269 1.176 0.308  0.362
11 H 0.931 1.337 -1.095  0.306
12 H -1.476 -1.632 -2.883  0.436

Output
Kohn-Sham gap ... 10.72 eV
SMILES string ... C#C[C@H](O)C=C
LUMO energy ... 0.035 Eh

one (26.4 kcal/mol below the next structure)

one | Entry from the Open Molecules 2025 dataset: C5H6O in the gas phase (wB97M-V/def2-TZVPD).

Last column: Mulliken charge in e.
Atoms and positions in Å:
1 O -1.105 2.314 0.062  -0.552
2 C -0.644 1.208 0.013  0.250
3 C -1.099 -0.127 -0.616  -0.502
4 C 0.003 -0.800 0.254  -0.311
5 C 1.423 -0.197 -0.215  -0.761
6 C 0.482 0.523 0.713  -0.042
7 H -2.108 -0.386 -0.276  0.251
8 H -1.063 -0.173 -1.712  0.282
9 H -0.099 -1.719 0.802  0.429
10 H 1.088 -0.758 -1.069  0.348
11 H 2.295 -0.567 0.316  0.230
12 H 0.827 0.683 1.727  0.377

Output
Kohn-Sham gap ... 10.13 eV
SMILES string ... O=C1C[C@H]2C[C@@H]12
LUMO energy ... 0.036 Eh

two | Entry from the Open Molecules 2025 dataset: C5H6O in the gas phase (wB97M-V/def2-TZVPD).

Last column: Mulliken charge in e.
Atoms and positions in Å:
1 C 0.461 0.250 1.843  -1.039
2 C 0.157 0.125 0.381  0.959
3 C -0.332 -1.130 -0.253  -0.759
4 C -0.412 -0.951 -1.573  -0.205
5 C -0.339 0.245 -2.143  -0.092
6 O 0.350 1.127 -0.303  -0.561
7 H 0.202 -0.625 2.439  0.312
8 H -0.072 1.132 2.209  0.292
9 H 1.532 0.459 1.934  0.278
10 H -0.590 -2.016 0.316  0.321
11 H -1.337 0.661 -2.112  0.220
12 H 0.403 0.751 -2.750  0.273

Output
Kohn-Sham gap ... 9.94 eV
SMILES string ... C=C=CC(C)=O
LUMO energy ... 0.023 Eh

three | Entry from the Open Molecules 2025 dataset: a 2-piece molecular cluster, C5H6O overall (wB97M-V/def2-TZVPD).

Last column: Mulliken charge in e.
Atoms and positions in Å:
1 C -1.387 0.667 1.424  -0.955
2 C -1.721 0.424 0.193  0.782
3 C 0.286 -1.606 -1.481  -0.160
4 C 0.916 -0.739 -0.926  -0.079
5 C 1.563 0.400 -0.321  -0.908
6 O -2.048 0.121 -0.870  -0.313
7 H -2.143 0.941 2.255  0.225
8 H -0.457 0.315 1.824  0.293
9 H 0.000 -2.619 -1.651  0.364
10 H 1.188 1.308 -0.738  0.329
11 H 1.112 0.420 0.678  0.131
12 H 2.692 0.369 -0.388  0.290

Output
Kohn-Sham gap ... 10.22 eV
SMILES string ... C=C=O.C#CC
LUMO energy ... 0.033 Eh

two (10.7 kcal/mol below the next structure)